2 unconnected molecules or ions with the total composition C2H4F2S2 at a distorted geometry, computed with ωB97M-V/def2-TZVPD.

Geometry (Å):
C -0.147 -0.771 -1.094
C -0.642 -0.951 0.327
F 0.441 -1.060 1.211
F -1.290 0.194 0.767
S 0.847 2.694 0.436
S 2.001 1.408 -0.510
H 0.196 -1.758 -1.417
H -0.386 0.182 -1.520
H -1.359 -1.768 0.412
H 0.338 1.831 1.387

Output
- Frontier orbital gap (alpha / beta): 7.195 / 8.262 eV
- Calculated total energy: -1074.60515 Ha
- ΔE to the lowest compared entry with this formula, charge and spin: 217.48 kJ/mol
- LUMO level (alpha / beta): -1.6 / -0.6 eV
- Spin multiplicity: 1